{
  "formula": "C28H25FeN10S3",
  "method": "ωB97M-V with the def2-TZVPD basis set",
  "symbols": ["Fe", "S", "S", "S", "N", "N", "N", "N", "N", "N", "N", "N", "N", "N", "C", "C", "C", "C", "C", "C", "C", "C", "C", "C", "C", "C", "C", "C", "C", "C", "C", "C", "C", "C", "C", "C", "C", "C", "C", "C", "C", "C", "H", "H", "H", "H", "H", "H", "H", "H", "H", "H", "H", "H", "H", "H", "H", "H", "H", "H", "H", "H", "H", "H", "H", "H", "H"],
  "positions_angstrom": [[-0.220726, 1.045034, 0.243341], [-1.284313, 3.030795, 0.846312], [-4.182658, -0.506614, -1.787674], [0.065079, 2.483655, -1.628711], [0.744622, -0.544742, -0.219758], [-2.732279, -0.488101, 0.292547], [1.588374, 1.667136, 0.792318], [-0.782335, 0.203432, 2.002930], [-2.023087, 0.448599, -3.042484], [-4.201839, 5.104703, -0.344420], [2.653129, 1.409007, 0.005709], [-1.967596, 0.131071, -0.685580], [-0.547872, -1.086312, 2.306543], [-2.186487, 4.113682, -4.124037], [-5.970123, -0.404893, 1.209130], [-4.926424, -1.440499, 0.790644], [1.554543, -0.274308, -1.339153], [3.406784, 2.594615, 1.699484], [-1.241415, 3.313838, -0.859928], [-2.277907, -0.483169, 3.525139], [-1.446817, -1.530585, 3.204086], [1.141437, -2.731759, 2.748909], [2.231739, -3.516459, 2.416416], [2.796504, -3.301197, 1.162957], [2.314840, -2.334958, 0.305983], [3.173066, 0.446005, -3.533288], [-2.166712, 4.089987, -2.971757], [3.984440, 0.873001, -4.724861], [-3.892135, -0.845618, -0.110004], [-1.823833, 0.575621, 2.742969], [-2.194096, 4.025339, -1.548227], [-3.299771, 4.626967, -0.876946], [2.226652, -0.571434, -3.635023], [0.611087, -1.793440, 1.869944], [3.763916, 1.961501, 0.533902], [-2.577733, 0.134452, -1.851059], [3.304535, 1.102492, -2.316109], [2.027557, 2.378194, 1.815323], [2.518838, 0.728067, -1.237990], [1.423680, -0.920041, -2.561760], [2.808398, -4.509664, 3.386598], [1.197481, -1.531413, 0.621542], [-5.494382, 0.428902, 1.725857], [3.492337, 1.688920, -5.258037], [-6.499448, -0.000779, 0.345301], [3.244459, -5.361223, 2.863746], [-1.171739, 1.011204, -2.970623], [3.994187, 1.932252, -2.217912], [1.336435, 2.702057, 2.574451], [-3.107081, -0.487187, 4.209728], [3.651506, -3.892597, 0.854737], [-6.706813, -0.851681, 1.876429], [2.800375, -2.192318, -0.648834], [0.676351, -1.698458, -2.653721], [4.113055, 0.050517, -5.427691], [-2.228845, 1.566890, 2.641813], [-4.395232, -1.823530, 1.662440], [2.045160, -4.889735, 4.066099], [4.972512, 1.223249, -4.426212], [0.696810, -2.835610, 3.730637], [4.048416, 3.126377, 2.378142], [-5.405040, -2.288359, 0.296425], [-2.651997, 0.777354, -3.761834], [4.717575, 1.839240, 0.051154], [3.597390, -4.061927, 3.995317], [-1.420090, -2.548644, 3.548621], [2.103558, -1.086900, -4.579989]],
  "forces_ev_per_angstrom": [[-0.07, -0.12, -0.16], [0.06, -0.32, -0.38], [-0.01, -0.05, -0.02], [-0.06, -0.46, 0.17], [-0.20, 0.07, -0.40], [-0.02, 0.15, -0.39], [-0.25, 0.00, 0.05], [0.21, 0.22, 0.05], [0.22, 0.46, 0.02], [0.00, -0.01, 0.02], [-0.03, 0.04, -0.01], [-0.25, 0.00, 0.62], [-0.02, -0.09, -0.11], [0.05, -0.05, 0.03], [-0.02, 0.01, 0.02], [0.02, 0.00, -0.04], [0.20, 0.11, 0.01], [0.00, -0.05, 0.00], [-0.15, 0.24, -0.13], [0.02, -0.02, 0.04], [-0.01, 0.04, 0.04], [0.02, -0.03, -0.06], [-0.02, 0.04, -0.03], [0.05, -0.05, 0.04], [-0.11, 0.07, -0.03], [-0.03, -0.03, -0.01], [-0.08, 0.01, -0.07], [0.04, 0.00, -0.02], [-0.07, -0.06, 0.14], [0.16, 0.00, 0.01], [0.06, -0.05, 0.11], [0.01, 0.05, -0.01], [0.04, 0.04, -0.04], [-0.07, 0.08, 0.06], [0.02, -0.01, 0.02], [0.27, -0.07, 0.02], [-0.04, -0.04, 0.02], [0.00, -0.04, 0.03], [0.08, 0.02, 0.02], [-0.08, 0.00, 0.08], [0.01, -0.04, 0.02], [0.17, -0.04, 0.17], [0.00, 0.00, 0.00], [-0.01, 0.00, 0.01], [0.00, -0.01, -0.01], [-0.01, 0.00, 0.00], [-0.08, 0.00, 0.04], [0.00, 0.00, -0.01], [-0.01, 0.02, -0.01], [0.00, -0.01, 0.01], [0.00, 0.00, 0.00], [0.00, 0.00, 0.00], [0.01, -0.01, 0.01], [0.00, 0.00, 0.00], [0.00, 0.00, 0.00], [-0.04, -0.01, 0.00], [0.00, 0.01, 0.00], [0.00, 0.00, 0.00], [0.00, 0.00, 0.00], [0.01, -0.01, 0.00], [0.00, 0.00, 0.00], [0.00, 0.00, 0.00], [0.03, -0.04, 0.04], [0.00, 0.01, 0.01], [0.00, 0.01, -0.01], [-0.03, 0.00, 0.01], [0.00, 0.00, -0.01]],
  "lowdin_spin": [1.01, 0.00, 0.00, -0.04, 0.03, 0.00, -0.01, -0.01, 0.00, 0.00, 0.00, -0.01, 0.00, 0.00, 0.00, 0.00, 0.00, 0.00, 0.00, 0.00, 0.00, 0.00, 0.01, 0.00, 0.01, 0.00, 0.00, 0.00, 0.00, 0.00, 0.00, 0.00, 0.00, 0.01, 0.00, 0.00, 0.00, 0.00, 0.00, 0.00, 0.00, 0.00, 0.00, 0.00, 0.00, 0.00, 0.00, 0.00, 0.00, 0.00, 0.00, 0.00, 0.00, 0.00, 0.00, 0.00, 0.00, 0.00, 0.00, 0.00, 0.00, 0.00, 0.00, 0.00, 0.00, 0.00, 0.00],
  "e_homo_ev": [-7.57, -7.60],
  "homo_lumo_gap_ev": [7.512, 7.233],
  "lumo_energy_ev": [-0.063, -0.364],
  "fmax_ev_per_a": 0.7,
  "de_lowest_ev": 0.000,
  "total_energy_ha": -4087.84416,
  "spin_multiplicity": 2
}